# C25H54ClN2O12P3

A cluster of 4 separate species, C25H54ClN2O12P3 in total at a distorted geometry (ωB97M-V/def2-TZVPD, OMol25).

```
! wB97M-V def2-TZVPD RIJCOSX def2/J DEFGRID3
* xyz 0 1
C 5.20967 2.12847 2.68734
C 4.54028 1.70140 1.36208
C 3.55066 2.72148 0.77822
Cl 4.24780 4.37100 0.61302
C 2.20048 2.84233 1.53138
C 2.27977 3.70133 2.76284
N 2.47909 4.46424 3.58419
C 1.51797 1.48610 1.85470
C 1.99144 0.84178 3.11100
N 2.52566 0.20029 3.88690
H 5.79974 3.04904 2.57605
H 5.93684 1.35332 2.98164
H 4.51259 2.23185 3.52743
H 5.35953 1.60292 0.62785
H 4.12132 0.69016 1.46785
H 3.31240 2.39019 -0.24497
H 1.51233 3.38215 0.86125
H 1.59047 0.82830 0.97924
H 0.44446 1.69894 1.97746
C -5.28604 -0.92315 -0.19514
C -3.97023 -1.41928 0.37834
O -3.12508 -1.98499 -0.62298
P -2.39858 -0.98589 -1.69783
O -1.32218 -0.35221 -0.86886
O -1.50100 -2.10679 -2.50454
C -0.08546 -1.96708 -2.61925
C 0.63203 -2.73404 -1.52401
O -3.61349 -1.20272 -2.82030
C -3.71000 -0.23142 -3.88393
C -2.49987 -0.24436 -4.80014
H -5.12808 -0.06412 -0.85324
H -5.96301 -0.61738 0.60384
H -5.76601 -1.70052 -0.78943
H -3.44162 -0.61266 0.89674
H -4.16775 -2.20751 1.10571
H 0.20124 -0.91422 -2.61813
H 0.20285 -2.36837 -3.59323
H 0.20108 -2.53926 -0.54150
H 1.69097 -2.47024 -1.49962
H 0.54698 -3.80806 -1.69738
H -3.85524 0.76252 -3.45252
H -4.60544 -0.47888 -4.45344
H -1.60695 0.11533 -4.28019
H -2.66646 0.40224 -5.66252
H -2.28729 -1.25455 -5.14832
C -5.90127 -0.56898 8.80645
C -6.49301 -1.90986 8.40659
O -6.35638 -2.16516 7.00931
P -4.87200 -2.52475 6.41552
O -4.66451 -3.93055 6.88780
O -5.27452 -2.82009 4.84389
C -4.93775 -4.06052 4.22486
C -6.08802 -5.04597 4.30978
O -4.58643 -0.93398 5.99919
C -3.21484 -0.55041 5.76386
C -2.61186 -1.25382 4.56220
H -4.81363 -0.57138 8.69545
H -6.13431 -0.34058 9.84752
H -6.28835 0.22893 8.17268
H -6.03557 -2.72276 8.97884
H -7.56193 -1.91416 8.62116
H -4.02788 -4.47608 4.66004
H -4.71501 -3.85054 3.17563
H -6.50292 -5.10057 5.31609
H -5.76279 -6.04410 4.01197
H -6.90065 -4.73522 3.65021
H -2.62430 -0.74962 6.66177
H -3.21420 0.52711 5.59999
H -2.49355 -2.32440 4.75160
H -1.62670 -0.84588 4.33166
H -3.25428 -1.14926 3.68795
C 4.51442 4.01025 -2.76889
C 5.68773 3.05757 -2.90853
O 5.37531 1.93373 -3.73216
P 5.22930 2.15718 -5.34879
O 6.65246 2.32350 -5.78377
O 4.97972 0.59658 -5.81457
C 5.82219 -0.01928 -6.78785
C 6.94756 -0.79341 -6.12780
O 3.57313 2.34386 -5.23461
C 2.90461 2.97400 -6.34760
C 2.99062 2.15523 -7.62296
H 4.28992 4.49914 -3.72124
H 4.73290 4.78332 -2.03576
H 3.61513 3.47424 -2.46241
H 6.56510 3.57691 -3.30539
H 5.95298 2.66105 -1.92719
H 6.20970 0.72133 -7.48890
H 5.20049 -0.70466 -7.36863
H 7.44427 -0.20831 -5.35397
H 7.69104 -1.09706 -6.86648
H 6.55532 -1.68921 -5.64264
H 3.32413 3.97161 -6.50226
H 1.86080 3.09522 -6.05798
H 4.01652 2.11850 -8.00009
H 2.36501 2.59344 -8.40156
H 2.67299 1.12793 -7.44701
*
```

Calculated values
energy above the lowest of the compared OMol25 structures with the same formula, charge and spin = 74.4 kcal/mol
SMILES string = CC[C@H](Cl)[C@H](C#N)CC#N.CCOP(=O)(OCC)OCC.CCOP(=O)(OCC)OCC.CCOP(=O)(OCC)OCC
LUMO level = -0.68 eV
orbital gap = 9.58 eV

Want to see where the charge sits? The Mulliken charges in e are:
1. C -1.256
2. C -0.672
3. C 0.214
4. Cl -0.161
5. C 0.295
6. C -0.202
7. N -0.432
8. C -0.725
9. C 0.222
10. N -0.483
11. H 0.350
12. H 0.375
13. H 0.314
14. H 0.277
15. H 0.364
16. H 0.306
17. H 0.426
18. H 0.353
19. H 0.417
20. C -1.109
21. C 0.122
22. O -0.385
23. P 1.128
24. O -0.719
25. O -0.361
26. C -0.260
27. C -1.189
28. O -0.325
29. C -0.320
30. C -1.002
31. H 0.275
32. H 0.428
33. H 0.264
34. H 0.173
35. H 0.067
36. H 0.328
37. H 0.365
38. H 0.284
39. H 0.349
40. H 0.318
41. H 0.311
42. H 0.345
43. H 0.249
44. H 0.426
45. H 0.245
46. C -0.935
47. C -0.329
48. O -0.324
49. P 1.120
50. O -0.776
51. O -0.352
52. C -0.151
53. C -1.261
54. O -0.288
55. C -0.343
56. C -0.920
57. H 0.222
58. H 0.405
59. H 0.238
60. H 0.285
61. H 0.331
62. H 0.400
63. H 0.194
64. H 0.305
65. H 0.369
66. H 0.305
67. H 0.309
68. H 0.344
69. H 0.231
70. H 0.415
71. H 0.207
72. C -0.855
73. C -0.224
74. O -0.264
75. P 0.980
76. O -0.811
77. O -0.249
78. C -0.382
79. C -1.173
80. O -0.183
81. C -0.386
82. C -1.002
83. H 0.344
84. H 0.336
85. H 0.126
86. H 0.277
87. H 0.198
88. H 0.372
89. H 0.379
90. H 0.298
91. H 0.352
92. H 0.291
93. H 0.301
94. H 0.356
95. H 0.270
96. H 0.427
97. H 0.234

# C25H54O20P4

A cluster of 5 separate species, C25H54O20P4 in total at a distorted geometry (ωB97M-V/def2-TZVPD, OMol25).

```
! wB97M-V def2-TZVPD RIJCOSX def2/J DEFGRID3
* xyz 0 1
C 1.46054 0.08456 -0.92891
C 0.24806 -0.69516 -1.49204
C -0.88569 -0.91281 -0.49150
O -0.41728 -1.12765 0.85539
C -0.20786 -2.42359 1.16316
C 0.85690 -3.12263 0.77038
C 0.89395 -4.55581 1.17222
O 1.24087 -5.42393 0.39545
C 0.41579 -4.83881 2.57110
C 1.08994 -5.82794 3.49657
C 2.49116 -6.32356 3.10312
O 3.53409 -5.69070 3.82255
C 3.59515 -4.28555 3.62894
C 3.29038 -3.54347 4.94343
C -0.64703 -4.13336 2.95599
C -1.23437 -3.14703 2.00434
O -2.42166 -2.96917 1.87604
H 1.66844 0.93116 -1.57861
H 2.34155 -0.55667 -0.96618
H 1.32314 0.39002 0.10322
H -0.10792 -0.27464 -2.42988
H 0.62430 -1.68790 -1.75443
H -1.56560 -0.06446 -0.49890
H -1.43346 -1.80625 -0.79453
H 1.64519 -2.67522 0.18220
H 1.21287 -5.30522 4.44687
H 0.43003 -6.66865 3.70685
H 2.55566 -7.38062 3.35508
H 2.69155 -6.25196 2.03362
H 2.94204 -3.94646 2.82097
H 4.61252 -4.02170 3.33526
H 2.41483 -2.89886 4.86878
H 4.14578 -2.95530 5.26734
H 3.09978 -4.29134 5.71093
H -1.10952 -4.23704 3.92970
C 0.33096 -11.08515 -1.50518
O 0.20317 -10.31627 -2.71683
P -0.84427 -9.09712 -2.70612
O -2.20332 -9.63358 -2.63343
O -0.44747 -8.57635 -4.19075
C 0.84755 -8.74886 -4.76310
O -0.87115 -7.66492 -2.01145
C 0.35574 -6.90646 -1.90880
H 1.09921 -11.83380 -1.67745
H 0.63514 -10.45517 -0.66889
H -0.61283 -11.57766 -1.27424
H 0.85601 -9.63303 -5.40045
H 1.62402 -8.84707 -4.00623
H 1.06011 -7.87046 -5.37126
H 0.55413 -6.40773 -2.85860
H 1.20121 -7.54308 -1.64419
H 0.23545 -6.16374 -1.12385
C 2.44326 7.70000 -0.50227
O 3.32921 6.57404 -0.69986
P 2.74460 5.30167 -1.49881
O 1.76221 4.69445 -0.58944
O 4.16565 4.52041 -1.51518
C 5.42091 5.19735 -1.60186
O 2.25885 4.77605 -2.94359
C 2.97767 5.18194 -4.12237
H 3.00295 8.47525 0.01271
H 2.09042 8.09187 -1.45542
H 1.59230 7.40614 0.10979
H 5.84159 5.32268 -0.60477
H 5.33154 6.17365 -2.07602
H 6.09153 4.57811 -2.19620
H 3.86881 4.56466 -4.24243
H 3.26464 6.23364 -4.08321
H 2.32181 5.03398 -4.97606
C -6.97979 -3.16219 4.43858
O -6.59882 -2.03049 5.24820
P -5.38573 -2.23748 6.27769
O -5.80627 -3.14509 7.34446
O -5.34216 -0.68557 6.74257
C -5.73636 0.39834 5.90069
O -3.80613 -2.41908 6.11988
C -3.11188 -1.66309 5.11040
H -7.78101 -2.83366 3.78285
H -6.14547 -3.50841 3.82856
H -7.33682 -3.97169 5.07382
H -6.76758 0.67700 6.11596
H -5.64541 0.15434 4.84367
H -5.08584 1.24299 6.12315
H -2.91315 -0.65542 5.47573
H -3.68296 -1.61815 4.18284
H -2.16688 -2.16006 4.91098
C -2.86165 9.86466 -3.96623
O -1.99351 10.97267 -3.65137
P -0.38168 10.70913 -3.64972
O -0.15286 9.90935 -2.43332
O -0.16188 12.31443 -3.39872
C -0.97409 13.32562 -3.99429
O 1.05859 10.60051 -4.39312
C 1.25973 11.25427 -5.66026
H -3.88089 10.24068 -3.95258
H -2.64942 9.46504 -4.95750
H -2.75294 9.08039 -3.21781
H -1.75348 13.63298 -3.29755
H -1.43704 12.99188 -4.92206
H -0.33304 14.17951 -4.21006
H 1.46971 12.31157 -5.49832
H 0.39521 11.14971 -6.31615
H 2.11579 10.78758 -6.13967
*
```

Calculated values
energy above the lowest of the compared OMol25 structures with the same formula, charge and spin = 0.0 kcal/mol
SMILES string = CCCOC1=CC(=O)C(CCOCC)=CC1=O.COP(=O)(OC)OC.COP(=O)(OC)OC.COP(=O)(OC)OC.COP(=O)(OC)OC
LUMO level = -1.11 eV
orbital gap = 8.79 eV

Results of the Mulliken charge analysis, in e, for atoms 1 through 99:
1. C -0.956
2. C -0.510
3. C -0.596
4. O -0.476
5. C 0.510
6. C -0.271
7. C -0.246
8. O -0.690
9. C 0.654
10. C -1.021
11. C -0.630
12. O -0.501
13. C 0.293
14. C -1.223
15. C -0.342
16. C 0.181
17. O -0.591
18. H 0.271
19. H 0.265
20. H 0.304
21. H 0.496
22. H 0.230
23. H 0.452
24. H 0.329
25. H 0.696
26. H 0.332
27. H 0.516
28. H 0.359
29. H 0.322
30. H -0.230
31. H 0.494
32. H 0.313
33. H 0.335
34. H 0.348
35. H 0.569
36. C -0.702
37. O -0.231
38. P 0.973
39. O -0.711
40. O -0.388
41. C -0.655
42. O -0.250
43. C -0.259
44. H 0.233
45. H 0.301
46. H 0.317
47. H 0.285
48. H 0.321
49. H 0.272
50. H 0.255
51. H 0.266
52. H -0.005
53. C -0.667
54. O -0.328
55. P 1.151
56. O -0.721
57. O -0.347
58. C -0.686
59. O -0.322
60. C -0.637
61. H 0.264
62. H 0.293
63. H 0.311
64. H 0.275
65. H 0.322
66. H 0.268
67. H 0.262
68. H 0.301
69. H 0.258
70. C -0.668
71. O -0.231
72. P 1.004
73. O -0.712
74. O -0.393
75. C -0.648
76. O -0.308
77. C -0.468
78. H 0.231
79. H 0.283
80. H 0.317
81. H 0.285
82. H 0.322
83. H 0.273
84. H 0.302
85. H 0.295
86. H 0.109
87. C -0.705
88. O -0.272
89. P 1.078
90. O -0.611
91. O -0.410
92. C -0.672
93. O -0.303
94. C -0.643
95. H 0.238
96. H 0.320
97. H 0.303
98. H 0.272
99. H 0.313

Here are the calculated highest occupied orbital energy numbers, same order: -10.263, -9.900 (eV).